(1)
{"formula": "C6H16CsO2", "method": "ωB97M-V with the def2-TZVPD basis set", "symbols": ["H", "H", "H", "Cs", "H", "H", "H", "C", "O", "H", "C", "H", "H", "H", "H", "C", "H", "H", "C", "H", "O", "H", "C", "C", "H"], "xyz": [[-3.61391, 2.67137, -0.77623], [1.95788, -4.34598, 2.86307], [4.17544, -1.35806, 1.78996], [0.21917, 0.25574, -0.78404], [2.93608, -1.14117, 3.02685], [-2.11005, 3.53546, -0.18634], [-2.92824, 3.74808, -2.58555], [-2.27358, 2.92367, -2.30295], [-0.97592, 3.20165, -2.71842], [-2.16030, 0.79419, -2.96011], [3.50500, -1.88492, 2.46895], [-2.61209, 1.83179, -4.20526], [0.69844, -3.87324, 1.84266], [1.21297, -1.22141, 1.38556], [2.89911, -3.42913, 1.02586], [1.47021, -3.44782, 2.48414], [3.91117, -2.62517, 3.15827], [-3.80138, 1.56989, -2.91774], [-2.53005, 2.76911, -0.83780], [-0.45729, 3.74729, -2.12269], [1.80378, -1.73572, 0.83054], [1.13238, -2.84197, 3.32492], [-2.74048, 1.70103, -3.13077], [2.44885, -2.69827, 1.69759], [-2.16719, 1.85370, -0.37041]], "forces_ev_per_a": [[-0.1, 0.4, 0.5], [0.2, 0.0, 0.5], [0.2, -0.4, 0.2], [0.2, 0.0, -0.2], [0.2, 0.1, 0.3], [-0.4, 0.5, -0.3], [-0.1, 0.3, -0.3], [-0.8, -0.4, -1.0], [1.4, -0.3, -0.3], [-0.1, -0.1, 0.6], [-1.4, -1.2, 0.1], [-0.1, 0.6, 0.0], [-0.4, 0.6, 0.1], [-0.2, 0.2, 0.5], [0.4, 0.3, -0.3], [-0.2, -1.0, 1.0], [0.9, 0.5, 0.2], [0.0, -0.4, -0.1], [0.0, -0.9, 0.8], [-0.3, 0.2, 0.3], [-0.2, -0.4, -0.6], [-0.6, -0.2, 0.0], [0.0, 0.5, 0.2], [1.2, 1.5, -1.7], [0.1, -0.3, -0.3]], "lowdin_spin": [0.0016, 0.0008, 0.0027, 0.7125, 0.0062, 0.0070, 0.0008, 0.0064, 0.0241, 0.0140, 0.0086, 0.0013, 0.0034, 0.0498, 0.0017, 0.0098, 0.0006, 0.0010, 0.0223, 0.0106, 0.0666, 0.0037, 0.0127, 0.0092, 0.0223], "orbital_gap_ev": [3.371, 10.683], "spin_multiplicity": 2, "s2": 0.75}

***

(2)
{"formula": "C2", "method": "ωB97M-V with the def2-TZVPD basis set", "symbols": ["C", "C"], "xyz": [[0.00000, 0.00000, -1.35518], [0.00000, 0.00000, 1.35518]], "forces_ev_per_a": [[0.0, 0.0, 4.1], [0.0, 0.0, -4.1]], "lowdin_charge": [0.0000, 0.0000], "orbital_gap_ev": 5.587}

***

(3)
{"formula": "C5H10N3", "method": "ωB97M-V with the def2-TZVPD basis set", "symbols": ["H", "H", "C", "N", "N", "C", "C", "H", "C", "H", "H", "H", "C", "H", "H", "H", "H", "N"], "xyz": [[-0.49339, 1.35380, 1.71443], [1.50575, -1.84170, -1.55281], [-0.31916, -1.77393, -0.48802], [-1.08141, -0.48250, 0.99588], [-0.07193, -0.63350, 0.24530], [2.10524, 2.52275, -1.27201], [0.55345, -2.31600, -1.37216], [-0.99028, 0.18319, 2.95014], [-2.01085, -1.51375, 0.75084], [2.35456, 2.98767, -0.32677], [1.86707, 1.47736, -1.12142], [-2.94878, -1.59679, 1.26324], [-1.20669, 0.56422, 1.94727], [1.25943, 3.03270, -1.71708], [2.95851, 2.60999, -1.93515], [-2.22778, 0.95004, 1.95108], [0.30117, -3.23038, -1.88386], [-1.55494, -2.29317, -0.14891]], "forces_ev_per_a": [[-0.1, -0.1, -0.1], [0.1, 0.1, 0.0], [-0.4, -0.2, 0.1], [0.3, -1.0, -1.1], [0.8, 0.7, 0.2], [0.1, 0.1, -0.1], [-0.2, 0.5, 0.5], [0.0, -0.1, -0.2], [0.1, -0.3, -0.3], [0.0, 0.0, 0.2], [0.0, -0.2, 0.1], [-0.2, 0.1, 0.2], [0.0, 1.2, 1.1], [-0.1, 0.1, -0.1], [0.1, 0.0, -0.1], [0.1, -0.1, -0.2], [-0.1, -0.1, -0.1], [-0.4, -0.6, -0.2]], "lowdin_charge": [0.1147, 0.1078, -0.3447, -0.1098, 0.2348, -0.0430, 0.3161, 0.1229, -0.0337, 0.0166, -0.0168, 0.1517, 0.0340, 0.0170, 0.0213, 0.1173, 0.1125, 0.1813], "charge": 1, "orbital_gap_ev": 9.018}

***

(4)
{"formula": "C6H10O", "method": "ωB97M-V with the def2-TZVPD basis set", "symbols": ["H", "H", "C", "C", "H", "H", "C", "C", "H", "H", "H", "C", "H", "H", "C", "O", "H"], "xyz": [[-0.35393, 1.79687, 0.33536], [-1.42620, 0.84111, 3.06589], [-1.07655, 1.52929, 2.30821], [0.01218, -0.23978, 0.96281], [-1.25180, -2.72528, -1.04913], [2.17675, 0.95922, -3.93048], [-0.49657, -2.06169, -0.63162], [-0.91989, -1.10876, 0.19448], [1.65647, -1.62826, 1.12583], [0.79648, 1.15315, -4.70047], [0.54008, -2.31748, -0.83156], [1.23463, -0.65510, 1.28752], [-1.98234, -0.98868, 0.32345], [1.82726, -0.12736, 2.02380], [-0.46766, 1.13511, 1.20093], [1.24580, 1.09292, -3.84683], [-1.28765, 2.58935, 2.43434]], "forces_ev_per_a": [[0.2, 0.1, 0.5], [0.4, 0.0, 0.2], [-0.2, 0.7, -0.3], [-0.3, -0.6, -0.9], [0.2, 0.1, -0.2], [0.7, -0.1, -0.6], [-0.7, -0.6, 0.1], [1.2, -0.3, -0.4], [-0.4, -0.5, -0.5], [0.7, -0.1, 0.2], [-0.1, 0.3, 0.0], [0.0, 0.2, 1.4], [-0.2, 0.3, 0.2], [0.1, 0.7, -0.4], [0.0, -0.1, 0.1], [-1.4, 0.2, 0.5], [-0.3, -0.2, 0.0]], "lowdin_charge": [0.1157, 0.0634, 0.0128, -0.3404, 0.0535, 0.0141, 0.0077, -0.1385, 0.0566, 0.0381, 0.0603, 0.0575, 0.0986, 0.0643, -0.1646, -0.0533, 0.0541], "orbital_gap_ev": 9.712}

***

Energy relative to the best compared isomer or geometry (same formula, charge and spin) for the records above, in order: 0.0 174.5 75.7 47.2 kcal per mole
Max |F| for the records above, in order: 2.59 4.14 1.61 1.50 eV/A